{"formula": "C4H13N4", "method": "ωB97M-V/def2-TZVPD", "symbols": ["C", "N", "C", "N", "H", "H", "H", "H", "H", "H", "H", "C", "N", "C", "N", "H", "H", "H", "H", "H", "H"], "coordinates": [[-0.481, 2.803, -1.547], [-0.654, -0.910, -1.845], [-0.173, 0.385, -1.784], [-0.889, 1.426, -1.273], [-1.370, 3.429, -1.611], [0.066, 2.708, -2.488], [0.153, 3.167, -0.734], [-1.203, -1.297, -1.087], [-0.094, -1.590, -2.320], [0.866, 0.546, -2.052], [-1.639, 1.174, -0.649], [-0.177, -2.213, 2.372], [0.228, -1.412, 1.195], [0.967, -0.298, 1.459], [1.608, 0.323, 0.525], [-0.619, -3.133, 1.984], [0.693, -2.453, 2.987], [-0.910, -1.608, 2.911], [0.411, -1.981, 0.387], [1.023, -0.036, 2.513], [2.194, 0.969, 1.058]], "total_energy_ev": -10316.339, "total_charge": 0, "de_lowest_kcal_mol": 14.4, "homo_ev": [-4.154, -8.310], "multiplicity": 2, "mol_weight_g_mol": 117.176}

{"formula": "C2H9N5O", "method": "ωB97M-V/def2-TZVPD", "symbols": ["N", "C", "N", "O", "H", "H", "H", "H", "N", "C", "N", "N", "H", "H", "H", "H", "H"], "coordinates": [[2.066, -2.058, -0.436], [2.047, -0.706, -0.777], [0.848, -0.268, -1.267], [3.004, 0.037, -0.692], [1.315, -2.371, 0.162], [2.961, -2.289, -0.024], [0.869, 0.619, -1.718], [0.113, -0.907, -1.516], [-1.911, 1.746, -0.129], [-2.015, 0.712, 0.806], [-0.840, 0.479, 1.491], [-3.067, 0.031, 1.078], [-2.822, 2.131, -0.323], [-1.279, 2.480, 0.164], [0.001, 0.477, 0.936], [-0.924, -0.314, 2.117], [-3.864, 0.521, 0.674]], "total_energy_ev": -11719.359, "smiles": "N=C(N)N.NC(N)=O", "total_charge": 0, "de_lowest_kcal_mol": 3.5, "homo_ev": -9.331, "mol_weight_g_mol": 119.128}

{"formula": "C41H59FN2OSSi2Sn", "method": "ωB97M-V/def2-TZVPD", "symbols": ["Sn", "C", "C", "C", "C", "C", "C", "C", "C", "C", "H", "H", "H", "H", "H", "H", "H", "H", "H", "H", "H", "H", "C", "Si", "C", "C", "N", "C", "C", "C", "C", "C", "C", "F", "H", "H", "H", "H", "H", "H", "H", "H", "H", "H", "H", "H", "H", "C", "Si", "C", "N", "C", "C", "C", "C", "C", "C", "C", "C", "C", "C", "C", "C", "C", "C", "C", "C", "C", "H", "H", "H", "H", "H", "H", "H", "H", "H", "H", "H", "H", "H", "H", "H", "H", "H", "H", "H", "H", "H", "H", "H", "H", "C", "C", "S", "O", "C", "C", "H", "H", "H", "H", "H", "H", "H", "H", "H", "H"], "coordinates": [[-0.346, -0.581, -0.842], [0.858, 2.292, -4.752], [1.397, 0.105, -3.546], [0.844, -1.098, -2.791], [1.933, -2.023, -2.437], [1.622, -3.491, -2.361], [3.150, -1.531, -2.132], [3.358, -0.085, -2.080], [4.528, 0.429, -1.292], [2.484, 0.719, -2.698], [0.068, 2.827, -5.283], [1.613, 2.002, -5.485], [1.324, 2.998, -4.062], [0.079, -1.613, -3.383], [1.621, -3.935, -3.360], [0.623, -3.657, -1.948], [2.345, -4.031, -1.748], [3.944, -2.191, -1.799], [5.469, 0.197, -1.798], [4.570, -0.036, -0.304], [4.476, 1.512, -1.165], [2.601, 1.796, -2.650], [-2.970, -0.586, -4.165], [-3.228, 0.941, -3.137], [-2.772, 2.557, -3.921], [0.315, 1.069, -4.019], [-3.899, 0.997, -1.697], [-4.435, 0.087, -0.817], [-5.228, -1.000, -1.207], [-5.775, -1.880, -0.287], [-5.546, -1.705, 1.069], [-4.768, -0.637, 1.493], [-4.236, 0.224, 0.559], [-3.475, 1.260, 1.000], [-2.557, -0.351, -5.146], [-3.912, -1.120, -4.295], [-2.282, -1.254, -3.642], [-2.622, 2.456, -4.995], [-1.847, 2.937, -3.487], [-3.560, 3.287, -3.732], [-0.350, 0.514, -4.688], [1.890, -0.273, -4.463], [-0.277, 1.393, -3.161], [-5.423, -1.130, -2.264], [-6.384, -2.704, -0.634], [-5.967, -2.388, 1.794], [-4.569, -0.461, 2.540], [1.388, -0.648, 0.525], [1.342, -1.371, 2.221], [0.795, -0.062, 3.478], [-0.436, 0.634, 3.119], [-1.634, -0.201, 3.319], [-2.697, 0.486, 4.171], [-2.095, 0.991, 5.482], [-0.875, 1.903, 5.222], [-0.558, 1.950, 3.728], [3.088, -1.840, 2.768], [4.090, -0.865, 2.719], [5.396, -1.146, 3.088], [5.733, -2.424, 3.516], [4.759, -3.409, 3.567], [3.452, -3.117, 3.196], [0.286, -2.923, 2.359], [-0.030, -3.458, 3.612], [-0.807, -4.600, 3.737], [-1.287, -5.240, 2.601], [-0.972, -4.739, 1.348], [-0.191, -3.596, 1.237], [2.193, -1.132, -0.034], [1.676, 0.403, 0.632], [1.613, 0.668, 3.499], [0.763, -0.493, 4.496], [-1.343, -1.121, 3.836], [-2.048, -0.507, 2.351], [-3.495, -0.231, 4.378], [-3.156, 1.311, 3.619], [-1.793, 0.129, 6.081], [-2.855, 1.519, 6.061], [-0.001, 1.526, 5.758], [-1.053, 2.916, 5.593], [0.375, 2.494, 3.554], [-1.339, 2.504, 3.198], [3.848, 0.135, 2.371], [6.153, -0.373, 3.039], [6.752, -2.650, 3.804], [5.016, -4.408, 3.894], [2.705, -3.901, 3.237], [0.337, -2.974, 4.511], [-1.042, -4.991, 4.719], [-1.899, -6.127, 2.695], [-1.336, -5.234, 0.456], [0.056, -3.231, 0.246], [2.075, 3.116, 0.650], [0.732, 3.778, 0.388], [-0.563, 2.535, 0.231], [-0.112, 1.744, -0.998], [-1.892, 3.588, -0.363], [-2.498, 4.422, 0.755], [2.860, 3.871, 0.684], [2.311, 2.409, -0.146], [2.074, 2.581, 1.601], [0.738, 4.343, -0.546], [0.433, 4.436, 1.205], [-2.623, 2.879, -0.759], [-1.492, 4.193, -1.179], [-2.883, 3.782, 1.547], [-3.333, 4.999, 0.359], [-1.785, 5.126, 1.185]], "total_energy_ev": -83641.221, "total_charge": 0, "de_lowest_kcal_mol": 63.0, "homo_ev": -6.479, "mol_weight_g_mol": 821.884}